No. 1
# CH2N2P2

One molecule with the formula CH2N2P2 in a non-equilibrium geometry (ωB97M-V/def2-TZVPD, the Open Molecules 2025 dataset).

Last column: Löwdin charge in e.
CARTESIAN COORDINATES (ANGSTROEM)
H -0.578 2.620 0.119  -0.147
P 0.362 1.636 0.659  0.723
N -0.509 0.272 0.619  -0.729
P 0.061 -1.171 1.338  0.652
C -1.571 -1.555 1.812  -0.554
N -2.504 -1.759 2.418  0.088
H 0.356 -1.985 0.086  -0.032

Values from the calculation:
* SMILES: [H]/P=N/PC#N
* HOMO: -0.34036 Ha
* calculated total energy: -831.4426 a.u.



No. 2
# C28H42F2N2O6Si

A 2-piece molecular cluster, C28H42F2N2O6Si overall in a non-equilibrium geometry (ωB97M-V/def2-TZVPD, the Open Molecules 2025 dataset).

Last column: Löwdin charge in e.
CARTESIAN COORDINATES (ANGSTROEM)
C -1.979 -3.382 1.467  -0.101
C -1.586 -2.949 2.873  -0.253
C -1.612 -1.426 2.967  -0.218
C -2.995 -0.935 3.356  -0.241
N -3.089 0.492 3.602  -0.023
C -3.412 1.305 2.437  -0.245
O -2.608 2.445 2.336  -0.086
C -1.381 2.263 1.616  -0.312
C -1.667 2.489 0.149  -0.100
C -0.447 2.181 -0.715  -0.082
C -0.876 1.732 -2.051  -0.507
O -0.803 2.369 -3.065  0.130
O -1.387 0.463 -2.048  0.072
C -0.424 3.273 2.221  -0.118
O 0.981 3.033 2.134  -0.096
C 1.453 1.926 2.862  -0.099
C 2.391 0.988 2.059  -0.510
F 2.706 1.556 0.888  0.114
F 1.721 -0.184 1.813  0.062
C 3.671 0.686 2.818  -0.146
C 4.862 0.232 1.963  -0.215
Si 4.802 -1.537 1.289  0.620
C 6.545 -2.261 1.372  -0.163
C 3.655 -2.688 2.233  -0.162
C 4.321 -1.569 -0.528  -0.254
C 3.592 -2.611 -1.036  -0.110
C 3.215 -2.655 -2.341  -0.092
C 3.558 -1.637 -3.178  -0.095
C 4.298 -0.608 -2.697  -0.094
C 4.675 -0.571 -1.393  -0.102
H -2.164 -4.442 1.397  0.069
H -2.857 -2.833 1.167  0.064
H -1.176 -3.110 0.801  0.067
H -0.599 -3.328 3.087  0.099
H -2.285 -3.351 3.591  0.099
H -1.426 -1.067 1.962  0.092
H -0.859 -1.043 3.641  0.106
H -3.691 -1.229 2.591  0.111
H -3.266 -1.450 4.268  0.111
H -2.279 0.857 4.076  0.107
H -4.429 1.654 2.515  0.124
H -3.343 0.679 1.546  0.117
H -1.065 1.236 1.751  0.129
H -2.397 1.746 -0.129  0.108
H -2.024 3.488 -0.031  0.136
H 0.231 3.013 -0.762  0.136
H 0.040 1.343 -0.252  0.115
H -0.664 -0.130 -1.803  0.125
H -0.695 3.480 3.247  0.133
H -0.580 4.195 1.684  0.134
H 2.024 2.283 3.707  0.125
H 0.640 1.339 3.264  0.123
H 3.499 -0.050 3.587  0.113
H 3.950 1.601 3.323  0.114
H 5.745 0.310 2.581  0.076
H 5.029 0.903 1.138  0.063
H 6.621 -2.989 0.580  0.027
H 7.260 -1.469 1.216  0.025
H 6.718 -2.785 2.300  0.025
H 4.140 -3.656 2.282  0.032
H 3.467 -2.383 3.252  0.025
H 2.717 -2.845 1.735  0.014
H 3.299 -3.425 -0.399  0.095
H 2.627 -3.479 -2.690  0.104
H 3.246 -1.642 -4.198  0.103
H 4.561 0.187 -3.366  0.106
H 5.253 0.267 -1.058  0.100
O -4.931 1.823 -8.354  0.076
N -5.595 1.211 -7.545  -0.357
O -6.640 0.648 -7.796  0.073
C -5.098 1.146 -6.160  -0.152
C -3.928 1.806 -5.835  0.006
C -3.469 1.761 -4.528  -0.047
C -4.189 1.057 -3.571  -0.063
C -5.359 0.395 -3.919  -0.064
C -5.822 0.437 -5.224  -0.010
H -3.378 2.350 -6.588  0.119
H -2.557 2.274 -4.259  0.081
H -3.838 1.022 -2.551  0.092
H -5.915 -0.155 -3.172  0.106
H -6.731 -0.073 -5.501  0.117

Values from the calculation:
* SMILES: CCCCNCO[C@@H](CCC(=O)O)COCC(F)(F)CC[Si](C)(C)c1ccccc1.O=[N+]([O-])c1ccccc1
* HOMO: -0.33034 Ha
* calculated total energy: -2142.2059 a.u.



No. 3
# C4H13N4O

A 2-piece molecular cluster, C4H13N4O overall in a non-equilibrium geometry (ωB97M-V/def2-TZVPD, the Open Molecules 2025 dataset).

Last column: Löwdin charge in e.
CARTESIAN COORDINATES (ANGSTROEM)
C -4.018 0.621 0.585  -0.035
C -1.738 -0.149 -0.118  -0.449
N -1.113 -0.094 1.049  0.227
N -3.081 -0.253 -0.156  0.023
N -1.034 -0.111 -1.235  0.226
H -1.533 0.230 1.911  0.138
H -0.096 0.004 1.004  0.090
H -3.500 -0.662 -0.971  0.139
H -1.521 -0.423 -2.058  0.134
H -0.023 -0.043 -1.181  0.097
H -4.840 0.882 -0.076  0.092
H -3.567 1.580 0.853  0.096
H -4.403 0.099 1.446  0.083
C 3.617 -1.256 0.127  0.015
C 2.832 -0.003 -0.111  -0.547
O 1.598 0.012 0.026  -0.040
N 3.471 1.098 -0.493  0.193
H 2.982 1.979 -0.435  0.126
H 4.464 1.163 -0.630  0.121
H 4.568 -1.196 -0.390  0.082
H 3.140 -2.111 -0.334  0.092
H 3.794 -1.369 1.187  0.097

Values from the calculation:
* HOMO: -0.50416 Ha
* calculated total energy: -454.3120 a.u.
* charge: +1



No. 4
# C44H79F9O22

A 11-piece molecular cluster, C44H79F9O22 overall in a non-equilibrium geometry (ωB97M-V/def2-TZVPD, the Open Molecules 2025 dataset).

Last column: Löwdin charge in e.
CARTESIAN COORDINATES (ANGSTROEM)
C -5.632 -2.057 3.734  -0.035
C -4.681 -2.321 2.536  -0.129
O -4.506 -0.972 1.938  -0.042
C -4.738 -0.725 0.646  -0.370
O -5.078 -1.518 -0.187  0.147
C -4.431 0.798 0.261  -0.442
F -5.523 1.399 -0.227  0.167
F -4.051 1.553 1.317  0.139
F -3.419 0.813 -0.692  0.125
H -5.648 -2.929 4.359  0.064
H -6.641 -1.761 3.496  0.073
H -5.208 -1.176 4.331  0.087
H -5.053 -2.945 1.741  0.112
H -3.664 -2.603 2.873  0.090
C 6.389 5.162 -3.629  -0.066
C 5.653 3.896 -3.853  -0.159
O 4.173 4.137 -3.966  0.027
C 3.726 4.459 -5.158  -0.446
O 4.358 4.465 -6.156  0.175
C 2.280 4.996 -5.023  -0.478
F 1.368 4.017 -4.678  0.117
F 2.085 5.946 -4.055  0.130
F 1.912 5.521 -6.178  0.172
H 6.079 6.055 -4.201  0.094
H 7.439 4.973 -3.946  0.092
H 6.487 5.439 -2.576  0.080
H 5.643 3.250 -2.950  0.110
H 5.905 3.350 -4.728  0.100
C -1.588 -0.341 2.620  -0.042
C -1.333 -1.074 1.343  -0.161
O -0.927 -0.080 0.371  0.034
C 0.360 0.043 0.055  -0.331
O 1.329 -0.557 0.466  0.147
C 0.583 1.163 -1.029  -0.535
F 0.102 0.802 -2.239  0.148
F 0.087 2.375 -0.711  0.171
F 1.870 1.245 -1.187  0.182
H -0.680 -0.229 3.291  0.096
H -2.330 -0.780 3.275  0.051
H -1.991 0.641 2.397  0.062
H -2.230 -1.480 0.982  0.093
H -0.615 -1.882 1.363  0.112
C -1.158 3.589 2.667  -0.043
C -1.648 4.981 2.105  -0.183
O -3.075 5.076 1.945  -0.024
C -3.598 4.564 0.830  -0.595
C -5.077 4.753 0.781  0.022
O -2.949 4.140 -0.067  0.107
H -1.438 2.756 2.017  0.050
H -1.477 3.397 3.707  0.069
H -0.075 3.610 2.600  0.072
H -1.375 5.885 2.694  0.124
H -1.206 5.168 1.083  0.127
H -5.472 4.175 -0.029  0.071
H -5.284 5.857 0.625  0.115
H -5.543 4.462 1.741  0.065
C 5.104 0.062 1.324  -0.058
C 4.669 -0.665 0.068  -0.224
O 5.755 -0.680 -0.887  -0.027
C 5.870 0.433 -1.668  -0.523
C 6.736 0.115 -2.860  0.029
O 5.360 1.493 -1.392  0.099
H 4.349 -0.109 2.101  0.059
H 5.249 1.135 1.189  0.077
H 6.041 -0.365 1.753  0.092
H 4.421 -1.725 0.226  0.111
H 3.746 -0.195 -0.331  0.105
H 7.672 -0.343 -2.522  0.092
H 7.004 1.032 -3.440  0.094
H 6.204 -0.608 -3.517  0.082
C 4.764 -0.416 -8.116  -0.067
C 5.560 -0.327 -6.815  -0.222
O 4.890 -0.886 -5.637  -0.051
C 3.903 -0.084 -5.068  -0.482
C 3.210 -0.724 -3.946  0.042
O 3.701 1.063 -5.460  0.093
H 5.411 -0.027 -8.929  0.088
H 3.846 0.135 -8.061  0.063
H 4.619 -1.501 -8.328  0.089
H 6.462 -0.911 -7.027  0.113
H 5.945 0.664 -6.516  0.119
H 2.715 -1.615 -4.325  0.097
H 2.544 0.011 -3.526  0.091
H 3.960 -0.951 -3.200  0.089
C -4.069 -2.411 -4.328  -0.083
C -3.876 -1.260 -3.408  -0.234
O -3.058 -0.088 -3.800  -0.036
C -3.706 0.930 -4.423  -0.543
C -3.013 2.258 -4.320  0.030
O -4.758 0.751 -4.985  0.097
H -4.891 -2.076 -4.944  0.067
H -4.333 -3.271 -3.787  0.058
H -3.193 -2.627 -5.080  0.120
H -4.843 -0.949 -3.010  0.119
H -3.335 -1.663 -2.527  0.109
H -3.093 2.742 -5.317  0.101
H -1.950 2.187 -4.062  0.078
H -3.544 2.728 -3.472  0.103
C 2.139 -3.590 2.562  -0.032
C 2.161 -2.092 2.881  -0.192
O 2.835 -1.873 4.152  -0.007
C 2.434 -0.817 4.881  -0.518
C 3.112 -0.687 6.175  0.032
O 1.459 -0.168 4.492  0.055
H 1.933 -4.154 3.456  0.072
H 3.137 -3.902 2.268  0.077
H 1.457 -3.748 1.764  0.058
H 2.680 -1.457 2.203  0.078
H 1.148 -1.758 2.939  0.078
H 3.190 0.355 6.422  0.094
H 4.089 -1.095 6.157  0.080
H 2.492 -1.260 6.826  0.090
C -3.338 0.907 5.676  -0.054
C -4.126 1.706 4.664  -0.227
O -5.144 2.400 5.415  -0.017
C -5.959 3.121 4.664  -0.533
C -6.788 4.039 5.540  0.025
O -5.983 3.086 3.433  0.060
H -2.868 1.658 6.352  0.096
H -2.546 0.436 5.105  0.047
H -3.999 0.082 6.140  0.110
H -3.551 2.491 4.221  0.098
H -4.669 1.113 3.827  0.134
H -6.316 5.048 5.422  0.106
H -6.702 3.602 6.539  0.085
H -7.812 4.173 5.162  0.090
C -1.243 -6.278 2.892  -0.055
C -1.702 -4.970 3.447  -0.218
O -1.377 -4.845 4.857  0.010
C -1.960 -3.863 5.489  -0.579
C -1.568 -3.758 6.923  0.038
O -2.650 -3.096 4.884  0.079
H -1.600 -7.109 3.501  0.086
H -0.159 -6.284 2.860  0.077
H -1.755 -6.283 1.932  0.087
H -1.204 -4.140 2.921  0.122
H -2.791 -4.812 3.477  0.122
H -1.561 -4.709 7.436  0.088
H -2.279 -3.104 7.368  0.074
H -0.590 -3.217 6.997  0.111
C -0.293 -2.091 -3.700  -0.036
C 0.812 -2.347 -2.674  -0.235
O 1.716 -3.315 -3.211  -0.041
C 2.601 -3.748 -2.277  -0.545
C 3.220 -5.024 -2.744  0.027
O 2.921 -3.080 -1.344  0.121
H 0.196 -1.915 -4.668  0.087
H -0.867 -1.203 -3.453  0.053
H -1.002 -2.930 -3.863  0.082
H 1.343 -1.464 -2.446  0.065
H 0.425 -2.794 -1.752  0.131
H 3.935 -5.388 -1.961  0.105
H 3.917 -4.833 -3.568  0.098
H 2.510 -5.763 -3.006  0.071

Values from the calculation:
* SMILES: CCOC(=O)C(F)(F)F.CCOC(=O)C(F)(F)F.CCOC(=O)C(F)(F)F.CCOC(C)=O.CCOC(C)=O.CCOC(C)=O.CCOC(C)=O.CCOC(C)=O.CCOC(C)=O.CCOC(C)=O.CCOC(C)=O
* HOMO: -0.35985 Ha
* calculated total energy: -4278.0953 a.u.



No. 5
# C3H8O2SSi

C3H8O2SSi as an isolated structure in a non-equilibrium geometry (ωB97M-V/def2-TZVPD, the Open Molecules 2025 dataset).

Last column: Mulliken spin population.
CARTESIAN COORDINATES (ANGSTROEM)
C -3.155 -0.862 -0.073  -0.053
C 1.317 -1.335 -0.143  0.025
C 2.136 1.658 -0.030  0.022
O -0.665 1.143 -0.039  0.004
O -2.096 -1.406 -0.388  0.181
Si 0.776 0.498 -0.035  0.409
S -2.361 1.291 0.421  1.341
H -3.548 -0.703 1.008  0.042
H 2.219 -1.493 0.388  0.005
H 0.627 -1.862 0.616  0.003
H 1.298 -1.765 -1.171  0.005
H 2.220 2.321 -0.841  0.018
H 2.169 2.302 0.928  0.011
H 2.999 1.051 0.157  -0.003
H -3.937 -0.837 -0.800  -0.010

Values from the calculation:
* multiplicity: 3
* HOMO (spin up / spin down): -0.18917 / -0.30313 Ha
* calculated total energy: -957.0776 a.u.
* expectation value of S²: 2.021



Please write out number 5 again, unchanged.
# C3H8O2SSi

C3H8O2SSi as an isolated structure in a non-equilibrium geometry (ωB97M-V/def2-TZVPD, the Open Molecules 2025 dataset).

Last column: Mulliken spin population.
CARTESIAN COORDINATES (ANGSTROEM)
C -3.155 -0.862 -0.073  -0.053
C 1.317 -1.335 -0.143  0.025
C 2.136 1.658 -0.030  0.022
O -0.665 1.143 -0.039  0.004
O -2.096 -1.406 -0.388  0.181
Si 0.776 0.498 -0.035  0.409
S -2.361 1.291 0.421  1.341
H -3.548 -0.703 1.008  0.042
H 2.219 -1.493 0.388  0.005
H 0.627 -1.862 0.616  0.003
H 1.298 -1.765 -1.171  0.005
H 2.220 2.321 -0.841  0.018
H 2.169 2.302 0.928  0.011
H 2.999 1.051 0.157  -0.003
H -3.937 -0.837 -0.800  -0.010

Values from the calculation:
* multiplicity: 3
* HOMO (spin up / spin down): -0.18917 / -0.30313 Ha
* calculated total energy: -957.0776 a.u.
* expectation value of S²: 2.021